(1)
{"formula": "C32H27GeIN2O2Pd", "method": "the ωB97M-V functional and the def2-TZVPD basis", "de_lowest_kcal_mol": 3.21, "total_charge": -1, "lumo_ev": [2.31, 2.28], "spin_multiplicity": 2, "e_homo_ha": [-0.1186, -0.1491], "symbols": ["Pd", "C", "C", "N", "C", "C", "C", "O", "C", "C", "N", "C", "C", "C", "C", "C", "C", "I", "C", "O", "H", "H", "H", "H", "H", "H", "H", "H", "H", "H", "H", "H", "C", "C", "C", "C", "C", "C", "Ge", "C", "C", "C", "C", "C", "C", "C", "C", "C", "C", "C", "C", "H", "H", "H", "H", "H", "H", "H", "H", "H", "H", "H", "H", "H", "H", "H"], "coordinates": [[-1.128, 1.638, 0.900], [2.495, 4.003, -1.046], [2.926, 2.972, -0.052], [4.188, 2.632, 0.005], [4.555, 1.673, 0.891], [3.667, 1.035, 1.716], [4.212, -0.002, 2.657], [4.196, 0.424, 4.028], [2.289, 1.362, 1.655], [1.404, 0.599, 2.546], [0.232, 0.196, 2.244], [-0.440, -0.674, 3.124], [0.233, -1.778, 3.659], [-0.411, -2.711, 4.453], [-1.762, -2.571, 4.734], [-2.452, -1.488, 4.209], [-1.803, -0.559, 3.408], [-2.988, 0.992, 2.645], [1.873, 2.383, 0.766], [0.697, 2.858, 0.621], [3.358, 4.326, -1.626], [2.034, 4.857, -0.544], [1.728, 3.592, -1.708], [5.605, 1.401, 0.909], [5.233, -0.251, 2.356], [3.628, -0.924, 2.631], [4.435, 1.357, 4.024], [1.835, 0.316, 3.514], [1.276, -1.910, 3.400], [0.144, -3.557, 4.839], [-2.283, -3.303, 5.337], [-3.509, -1.368, 4.408], [-0.805, -4.314, 0.241], [-1.802, -3.506, 0.776], [-1.929, -2.189, 0.351], [-1.076, -1.642, -0.615], [-0.088, -2.474, -1.146], [0.049, -3.795, -0.723], [-1.257, 0.284, -1.043], [-2.986, 0.406, -2.012], [-3.725, -0.708, -2.414], [-4.957, -0.574, -3.050], [-5.473, 0.687, -3.309], [-4.752, 1.812, -2.923], [-3.530, 1.669, -2.277], [0.135, 0.625, -2.399], [-0.150, 1.005, -3.713], [0.867, 1.325, -4.607], [2.195, 1.276, -4.203], [2.502, 0.904, -2.900], [1.481, 0.584, -2.013], [-0.694, -5.339, 0.574], [-2.471, -3.897, 1.535], [-2.703, -1.567, 0.790], [0.592, -2.089, -1.898], [0.827, -4.419, -1.148], [-3.333, -1.703, -2.229], [-5.511, -1.457, -3.349], [-6.431, 0.795, -3.804], [-5.149, 2.802, -3.120], [-2.992, 2.555, -1.957], [-1.182, 1.054, -4.044], [0.622, 1.618, -5.622], [2.987, 1.538, -4.895], [3.532, 0.890, -2.563], [1.740, 0.324, -0.990]]}

(2)
{"formula": "C27H26N2O3", "method": "the ωB97M-V functional and the def2-TZVPD basis", "smiles": "COc1ccc(/C=C(/C(=O)Nc2ccccc2C(=O)N2CCCC2)c2ccccc2)cc1", "de_lowest_kcal_mol": 12.29, "lumo_ev": 0.30, "e_homo_ha": -0.2962, "symbols": ["C", "O", "C", "C", "C", "C", "C", "C", "C", "O", "N", "C", "C", "C", "C", "C", "C", "C", "O", "N", "C", "C", "C", "C", "C", "C", "C", "C", "C", "C", "C", "C", "H", "H", "H", "H", "H", "H", "H", "H", "H", "H", "H", "H", "H", "H", "H", "H", "H", "H", "H", "H", "H", "H", "H", "H", "H", "H"], "coordinates": [[7.749, 0.471, -0.087], [6.789, 1.500, -0.096], [5.482, 1.174, 0.079], [4.996, -0.115, 0.283], [3.641, -0.332, 0.441], [2.727, 0.721, 0.408], [1.298, 0.559, 0.570], [0.537, -0.541, 0.429], [-0.926, -0.366, 0.639], [-1.411, 0.667, 1.063], [-1.677, -1.463, 0.336], [-3.075, -1.476, 0.272], [-3.776, -2.567, 0.772], [-5.157, -2.589, 0.725], [-5.850, -1.520, 0.181], [-5.156, -0.439, -0.333], [-3.769, -0.404, -0.298], [-3.008, 0.670, -1.014], [-2.230, 0.388, -1.913], [-3.296, 1.939, -0.680], [-3.942, 2.367, 0.544], [-3.118, 3.579, 0.969], [-2.775, 4.223, -0.373], [-2.514, 3.016, -1.270], [1.020, -1.866, -0.002], [1.057, -2.938, 0.889], [1.492, -4.182, 0.469], [1.882, -4.373, -0.846], [1.836, -3.316, -1.741], [1.407, -2.069, -1.324], [3.233, 2.015, 0.228], [4.578, 2.240, 0.058], [8.708, 0.961, -0.251], [7.771, -0.051, 0.875], [7.571, -0.252, -0.889], [5.666, -0.960, 0.322], [3.296, -1.339, 0.614], [0.760, 1.465, 0.828], [-1.195, -2.327, 0.130], [-3.229, -3.397, 1.197], [-5.693, -3.442, 1.113], [-6.929, -1.536, 0.145], [-5.691, 0.379, -0.793], [-3.926, 1.570, 1.286], [-4.981, 2.655, 0.339], [-3.661, 4.244, 1.637], [-2.210, 3.231, 1.461], [-1.913, 4.885, -0.316], [-3.628, 4.794, -0.743], [-2.820, 3.177, -2.307], [-1.459, 2.723, -1.272], [0.759, -2.783, 1.917], [1.527, -5.004, 1.169], [2.220, -5.346, -1.173], [2.134, -3.465, -2.768], [1.364, -1.242, -2.016], [2.548, 2.850, 0.210], [4.965, 3.235, -0.090]]}

(3)
{"formula": "C5H9NO2", "method": "the ωB97M-V functional and the def2-TZVPD basis", "de_lowest_kcal_mol": 84.71, "lumo_ev": 0.77, "e_homo_ha": -0.2620, "symbols": ["C", "C", "C", "C", "H", "H", "H", "H", "H", "H", "C", "N", "O", "O", "H", "H", "H"], "coordinates": [[-2.171, 0.858, 0.131], [-0.513, -2.274, 0.407], [-0.815, 0.260, 0.154], [-0.184, -0.829, 0.363], [-0.011, -2.753, 1.254], [-2.298, 1.581, 0.943], [-2.357, 1.379, -0.813], [-2.930, 0.081, 0.241], [-0.158, -2.788, -0.492], [-1.588, -2.488, 0.491], [1.564, 1.108, -0.171], [2.258, 1.081, -1.303], [2.274, 0.740, 0.893], [0.384, 1.609, -0.150], [1.586, 0.446, 1.528], [3.150, 0.613, -1.321], [1.810, 1.375, -2.156]]}

DFT total energy for the records above, in order: -108795.068 -37544.515 -10912.902 eV